Computed, not measured: one molecule with the formula C8H8N2P2 in a non-equilibrium geometry, with wB97M-V/def2-TZVPD.

Results
- gap between HOMO and LUMO (spin up / spin down) (eV) = 6.832 / 6.889
- ΔE to the lowest compared entry with this formula, charge and spin (kcal per mole) = 119.16
- lowest unoccupied orbital energy (spin up / spin down) (eV) = -1.141 / -0.522
- strongest force on any atom (eV/Å) = 4.1
- HOMO energy (spin up / spin down) (eV) = -7.97 / -7.41

The geometry in ORCA input format:
```
! RIJCOSX wB97M-V def2-TZVPD def2/J DEFGRID3
* xyz 0 1
C 4.14 -0.14 -0.47
C 3.55 0.72 0.55
C -3.01 -1.72 -0.02
C -4.01 -0.87 0.53
C 3.83 -1.31 -0.92
C 2.34 1.24 0.60
C -2.06 -1.00 -0.61
C -3.86 0.45 0.31
N -0.27 1.50 0.14
N -1.48 1.64 0.13
P 1.04 1.02 -0.65
P -2.55 0.76 -0.90
H 5.02 0.42 -1.00
H 4.23 1.17 1.26
H -2.97 -2.70 0.27
H -4.74 -1.30 1.26
H 4.16 -1.89 -1.66
H 2.07 2.05 1.31
H -1.11 -1.43 -0.88
H -4.33 1.37 0.74
*
```